Molecular formula: C4H6FN2
Method: DFT, ωB97M-V with the def2-TZVPD basis set

Atoms and positions in Å:
C 0.85 1.56 -1.84
C -0.46 -1.19 0.31
C 1.14 0.79 0.48
C -1.79 -1.75 0.45
N -0.05 -0.02 0.59
N 1.58 1.38 -0.74
F 1.80 1.22 1.55
H 1.46 1.58 -2.79
H -2.38 -1.18 1.10
H -2.27 -1.97 -0.57
H -1.73 -2.76 1.03
H -0.73 0.63 1.10
H 2.59 1.73 -0.67

Values from the calculation:
- Net charge: +1
- HOMO energy (spin up / spin down): -12.7 / -12.8 eV
- E_LUMO (spin up / spin down): -7.2 / -5.6 eV
- Molar mass: 101.10 g/mol
- Energy relative to the best compared isomer or geometry (same formula, charge and spin): 741.8 kJ/mol